Arrangement i

# C4H12

A cluster of 2 separate species, C4H12 in total (the ωB97M-V functional and the def2-TZVPD basis, the Open Molecules 2025 dataset).

Computed properties:
M (g mol⁻¹): 60.14
2S+1: 1
HOMO level (Eh): -0.4193
SMILES string: CC.CC

Element x y z (Å)
C (-0.959, -2.629, 0.575)
C (-0.449, -1.157, 0.562)
H (-0.278, -3.264, 0.025)
H (-1.006, -2.902, 1.623)
H (-1.991, -2.554, 0.221)
H (0.632, -1.133, 0.570)
H (-0.795, -0.529, -0.259)
H (-0.925, -0.619, 1.389)
C (1.115, 1.295, -0.986)
C (0.379, 2.326, -0.114)
H (1.747, 0.556, -0.505)
H (0.313, 0.720, -1.447)
H (1.630, 1.895, -1.736)
H (1.091, 2.957, 0.437)
H (-0.029, 3.057, -0.817)
H (-0.477, 1.982, 0.460)

Atom charges from the Mulliken analysis, given in e for atoms 1 to 6: -0.95, -0.61, 0.31, 0.27, 0.28, 0.25

Arrangement ii

# C4H12

A cluster of 2 separate species, C4H12 in total (the ωB97M-V functional and the def2-TZVPD basis, the Open Molecules 2025 dataset).

Computed properties:
M (g mol⁻¹): 60.14
2S+1: 1
HOMO level (Eh): -0.4164
SMILES string: CC.CC

Element x y z (Å)
C (-2.433, -0.500, 0.492)
C (-1.641, -0.883, 1.758)
H (-2.094, 0.410, -0.010)
H (-2.343, -1.219, -0.330)
H (-3.471, -0.166, 0.701)
H (-1.400, -1.944, 1.652)
H (-2.089, -0.597, 2.688)
H (-0.662, -0.414, 1.706)
C (2.382, 0.714, -1.757)
C (1.577, 0.569, -0.451)
H (3.410, 0.350, -1.592)
H (2.063, 0.011, -2.527)
H (2.361, 1.738, -2.146)
H (2.257, 0.921, 0.349)
H (1.194, -0.399, -0.148)
H (0.887, 1.410, -0.385)

Atom charges from the Mulliken analysis, given in e for atoms 1 to 6: -0.84, -0.68, 0.24, 0.29, 0.29, 0.23

Name the most stable of them. arrangement i.

Arrangement i

# C4H12

A cluster of 2 separate species, C4H12 in total (the ωB97M-V functional and the def2-TZVPD basis, the Open Molecules 2025 dataset).

Computed properties:
M (g mol⁻¹): 60.14
2S+1: 1
HOMO level (Eh): -0.4210
SMILES string: CC.CC

Element x y z (Å)
C (0.953, -1.241, -1.916)
C (0.317, -0.108, -2.776)
H (1.116, -2.159, -2.494)
H (1.990, -0.922, -1.711)
H (0.347, -1.627, -1.091)
H (-0.640, 0.091, -2.316)
H (0.331, -0.495, -3.797)
H (0.918, 0.786, -2.727)
C (-0.101, 0.518, 2.839)
C (-1.250, 0.848, 1.863)
H (-0.502, 0.513, 3.859)
H (0.317, -0.469, 2.654)
H (0.719, 1.235, 2.832)
H (-0.875, 1.310, 0.936)
H (-1.772, 1.697, 2.311)
H (-1.869, 0.024, 1.531)

Atom charges from the Mulliken analysis, given in e for atoms 1 to 6: -0.80, -0.74, 0.29, 0.24, 0.26, 0.21

Arrangement ii

# C4H12

A cluster of 2 separate species, C4H12 in total (the ωB97M-V functional and the def2-TZVPD basis, the Open Molecules 2025 dataset).

Computed properties:
M (g mol⁻¹): 60.14
2S+1: 1
HOMO level (Eh): -0.4100
SMILES string: CC.CC

Element x y z (Å)
C (-0.879, 1.146, -1.430)
C (0.623, 0.893, -1.659)
H (-1.565, 1.121, -2.434)
H (-1.396, 0.561, -0.808)
H (-0.997, 2.303, -1.186)
H (1.202, 1.850, -1.940)
H (0.772, 0.066, -2.382)
H (1.031, 0.642, -0.721)
C (0.364, -1.741, 1.222)
C (-0.069, -0.478, 1.930)
H (1.236, -1.674, 0.643)
H (0.776, -2.359, 2.071)
H (-0.311, -2.243, 0.542)
H (-0.811, -0.069, 1.252)
H (0.660, 0.397, 1.985)
H (-0.636, -0.416, 2.916)

Atom charges from the Mulliken analysis, given in e for atoms 1 to 6: -0.89, -0.59, 0.25, 0.35, 0.21, 0.29

Arrangement iii

# C4H12

A cluster of 2 separate species, C4H12 in total (the ωB97M-V functional and the def2-TZVPD basis, the Open Molecules 2025 dataset).

Computed properties:
M (g mol⁻¹): 60.14
2S+1: 1
HOMO level (Eh): -0.4344
SMILES string: CC.CC

Element x y z (Å)
C (0.042, -0.808, -1.939)
C (-1.416, -0.667, -1.457)
H (0.748, -0.268, -1.309)
H (0.376, -1.849, -1.963)
H (0.059, -0.514, -2.977)
H (-1.999, -1.425, -1.959)
H (-1.750, 0.327, -1.737)
H (-1.566, -0.766, -0.387)
C (0.546, 0.084, 2.042)
C (0.826, 1.438, 1.365)
H (-0.457, -0.297, 1.877)
H (1.244, -0.686, 1.728)
H (0.682, 0.119, 3.121)
H (-0.098, 1.900, 1.038)
H (1.314, 2.108, 2.068)
H (1.449, 1.303, 0.487)

Atom charges from the Mulliken analysis, given in e for atoms 1 to 6: -0.71, -0.76, 0.12, 0.27, 0.31, 0.33

Arrangement iv

# C4H12

A cluster of 2 separate species, C4H12 in total (the ωB97M-V functional and the def2-TZVPD basis, the Open Molecules 2025 dataset).

Computed properties:
M (g mol⁻¹): 60.14
2S+1: 1
HOMO level (Eh): -0.4034
SMILES string: CC.CC

Element x y z (Å)
C (-0.825, -2.314, 0.829)
C (-0.518, -2.391, -0.732)
H (0.127, -2.485, 1.328)
H (-1.392, -1.319, 1.144)
H (-1.583, -3.108, 0.999)
H (-1.256, -1.723, -1.266)
H (-0.734, -3.344, -1.157)
H (0.453, -2.096, -1.062)
C (0.549, 2.053, 0.632)
C (0.832, 2.623, -0.727)
H (-0.255, 1.201, 0.830)
H (1.306, 1.333, 1.041)
H (0.489, 2.802, 1.328)
H (1.921, 2.968, -0.862)
H (0.214, 3.586, -0.630)
H (0.481, 2.358, -1.707)

Atom charges from the Mulliken analysis, given in e for atoms 1 to 6: -0.70, -0.87, 0.23, 0.19, 0.30, 0.23

Name the most stable of them. arrangement iii.

Arrangement i

# C4H12

A cluster of 2 separate species, C4H12 in total (the ωB97M-V functional and the def2-TZVPD basis, the Open Molecules 2025 dataset).

Computed properties:
M (g mol⁻¹): 60.14
2S+1: 1
HOMO level (Eh): -0.4225
SMILES string: CC.CC

Element x y z (Å)
C (-0.528, -1.856, -0.835)
C (-2.019, -1.734, -1.279)
H (-0.209, -2.894, -0.790)
H (0.002, -1.441, -1.692)
H (-0.287, -1.366, 0.099)
H (-2.119, -1.494, -2.339)
H (-2.516, -0.924, -0.756)
H (-2.489, -2.713, -1.194)
C (1.121, 2.298, 1.676)
C (1.405, 1.284, 0.576)
H (1.040, 1.736, 2.603)
H (1.964, 2.988, 1.769)
H (0.273, 2.929, 1.424)
H (0.490, 0.771, 0.279)
H (1.637, 1.772, -0.379)
H (2.236, 0.644, 0.838)

Atom charges from the Mulliken analysis, given in e for atoms 1 to 6: -0.74, -0.81, 0.36, 0.23, 0.18, 0.26

Arrangement ii

# C4H12

A cluster of 2 separate species, C4H12 in total (the ωB97M-V functional and the def2-TZVPD basis, the Open Molecules 2025 dataset).

Computed properties:
M (g mol⁻¹): 60.14
2S+1: 1
HOMO level (Eh): -0.4334
SMILES string: CC.CC

Element x y z (Å)
C (2.861, 0.355, -0.499)
C (1.967, -0.739, -1.088)
H (3.907, 0.057, -0.485)
H (2.848, 1.255, -1.116)
H (2.561, 0.618, 0.511)
H (1.908, -0.680, -2.167)
H (2.397, -1.725, -0.903)
H (0.944, -0.658, -0.731)
C (-2.643, 0.653, 0.208)
C (-2.199, -0.280, 1.360)
H (-1.974, 1.508, 0.163)
H (-2.678, 0.085, -0.703)
H (-3.666, 0.989, 0.361)
H (-1.745, 0.339, 2.132)
H (-1.401, -0.955, 1.039)
H (-3.021, -0.886, 1.734)

Atom charges from the Mulliken analysis, given in e for atoms 1 to 6: -0.82, -0.61, 0.28, 0.26, 0.26, 0.27

Arrangement iii

# C4H12

A cluster of 2 separate species, C4H12 in total (the ωB97M-V functional and the def2-TZVPD basis, the Open Molecules 2025 dataset).

Computed properties:
M (g mol⁻¹): 60.14
2S+1: 1
HOMO level (Eh): -0.4157
SMILES string: CC.CC

Element x y z (Å)
C (-0.863, -2.628, 0.944)
C (0.608, -2.555, 1.459)
H (-0.953, -3.284, 0.081)
H (-1.591, -2.853, 1.714)
H (-0.951, -1.606, 0.543)
H (0.762, -3.457, 2.050)
H (1.311, -2.488, 0.624)
H (0.751, -1.653, 2.068)
C (-0.525, 2.548, -1.717)
C (0.637, 2.545, -0.703)
H (-1.020, 3.522, -1.593)
H (0.038, 2.386, -2.639)
H (-1.138, 1.666, -1.644)
H (1.527, 3.169, -0.977)
H (0.433, 3.130, 0.191)
H (0.976, 1.559, -0.401)

Atom charges from the Mulliken analysis, given in e for atoms 1 to 6: -0.68, -0.83, 0.27, 0.28, 0.14, 0.29

Arrangement iv

# C4H12

A cluster of 2 separate species, C4H12 in total (the ωB97M-V functional and the def2-TZVPD basis, the Open Molecules 2025 dataset).

Computed properties:
M (g mol⁻¹): 60.14
2S+1: 1
HOMO level (Eh): -0.4150
SMILES string: CC.CC

Element x y z (Å)
C (0.351, 1.098, 1.481)
C (1.879, 1.152, 1.883)
H (0.359, 1.881, 0.717)
H (0.098, 0.034, 1.311)
H (-0.222, 1.386, 2.318)
H (2.470, 1.388, 1.008)
H (2.214, 1.674, 2.795)
H (2.224, 0.181, 2.188)
C (-0.923, -0.493, -1.343)
C (-1.467, -1.753, -2.045)
H (-0.586, -0.766, -0.360)
H (-0.080, 0.043, -1.813)
H (-1.572, 0.401, -1.369)
H (-2.536, -1.727, -2.209)
H (-0.992, -1.806, -3.025)
H (-1.218, -2.694, -1.537)

Atom charges from the Mulliken analysis, given in e for atoms 1 to 6: -0.63, -0.92, 0.28, 0.10, 0.34, 0.25

Name the most stable of them. arrangement ii.

Arrangement i

# C4H12

A cluster of 2 separate species, C4H12 in total (the ωB97M-V functional and the def2-TZVPD basis, the Open Molecules 2025 dataset).

Computed properties:
M (g mol⁻¹): 60.14
2S+1: 1
HOMO level (Eh): -0.4077
SMILES string: CC.CC

Element x y z (Å)
C (-1.993, -1.565, 1.138)
C (-1.564, -0.293, 0.393)
H (-1.752, -1.475, 2.324)
H (-3.061, -1.717, 0.976)
H (-1.142, -2.266, 0.977)
H (-1.105, -0.407, -0.577)
H (-1.072, 0.476, 1.094)
H (-2.439, 0.265, 0.223)
C (1.996, 1.378, -1.286)
C (1.493, 0.317, -0.405)
H (1.288, 2.252, -1.279)
H (2.941, 1.722, -0.952)
H (2.191, 1.306, -2.344)
H (0.442, -0.002, -0.527)
H (1.635, 0.598, 0.649)
H (2.140, -0.587, -0.405)

Atom charges from the Mulliken analysis, given in e for atoms 1 to 6: -0.79, -0.94, 0.18, 0.30, 0.27, 0.28

Arrangement ii

# C4H12

A cluster of 2 separate species, C4H12 in total (the ωB97M-V functional and the def2-TZVPD basis, the Open Molecules 2025 dataset).

Computed properties:
M (g mol⁻¹): 60.14
2S+1: 1
HOMO level (Eh): -0.4283
SMILES string: CC.CC

Element x y z (Å)
C (-0.948, 1.298, 1.672)
C (-2.398, 0.982, 1.322)
H (-0.246, 0.785, 1.020)
H (-0.691, 2.346, 1.607)
H (-0.774, 0.922, 2.671)
H (-2.712, 0.008, 1.713)
H (-2.689, 1.079, 0.280)
H (-3.038, 1.639, 1.933)
C (0.939, -1.038, -1.720)
C (2.396, -1.233, -1.310)
H (0.380, -1.971, -1.782)
H (0.480, -0.330, -1.033)
H (0.888, -0.622, -2.724)
H (2.521, -1.502, -0.273)
H (2.852, -2.002, -1.917)
H (3.042, -0.362, -1.457)

Atom charges from the Mulliken analysis, given in e for atoms 1 to 6: -0.58, -0.87, 0.04, 0.27, 0.27, 0.28

Arrangement iii

# C4H12

A cluster of 2 separate species, C4H12 in total (the ωB97M-V functional and the def2-TZVPD basis, the Open Molecules 2025 dataset).

Computed properties:
M (g mol⁻¹): 60.14
2S+1: 1
HOMO level (Eh): -0.4178
SMILES string: CC.CC

Element x y z (Å)
C (2.450, -0.793, 0.820)
C (1.086, -0.114, 0.929)
H (2.305, -1.890, 0.820)
H (3.028, -0.676, -0.099)
H (3.205, -0.350, 1.505)
H (0.713, -0.408, 1.912)
H (1.158, 0.965, 0.804)
H (0.499, -0.584, 0.125)
C (-2.163, 0.021, -0.388)
C (-1.405, 0.952, -1.269)
H (-2.677, -0.733, -0.982)
H (-1.520, -0.594, 0.241)
H (-3.012, 0.401, 0.196)
H (-0.663, 1.533, -0.696)
H (-2.034, 1.736, -1.728)
H (-0.968, 0.534, -2.189)

Atom charges from the Mulliken analysis, given in e for atoms 1 to 6: -1.10, -0.49, 0.29, 0.33, 0.30, 0.26

Arrangement iv

# C4H12

A cluster of 2 separate species, C4H12 in total (the ωB97M-V functional and the def2-TZVPD basis, the Open Molecules 2025 dataset).

Computed properties:
M (g mol⁻¹): 60.14
2S+1: 1
HOMO level (Eh): -0.4164
SMILES string: CC.CC

Element x y z (Å)
C (-1.422, 1.446, 0.248)
C (-1.781, 0.212, 1.173)
H (-0.512, 1.280, -0.313)
H (-2.237, 1.612, -0.453)
H (-1.256, 2.314, 0.891)
H (-2.238, 0.760, 2.002)
H (-0.893, -0.270, 1.575)
H (-2.336, -0.381, 0.454)
C (1.927, -0.320, -1.103)
C (1.249, -1.417, -0.266)
H (2.798, -0.553, -1.724)
H (1.420, 0.172, -1.944)
H (2.142, 0.429, -0.336)
H (1.623, -2.435, -0.465)
H (0.196, -1.529, -0.546)
H (1.318, -1.320, 0.807)

Atom charges from the Mulliken analysis, given in e for atoms 1 to 6: -0.65, -0.73, 0.08, 0.28, 0.28, 0.32

Name the most stable of them. arrangement ii.

Arrangement i

# C4H10N2O

An isolated molecule of C4H10N2O (the ωB97M-V functional and the def2-TZVPD basis, the Open Molecules 2025 dataset).

Computed properties:
M (g mol⁻¹): 102.14
2S+1: 1
HOMO level (Eh): -0.3474
SMILES string: CCC(=O)NCN

Element x y z (Å)
C (-1.149, 1.073, -1.296)
C (0.218, 0.378, -1.318)
C (0.186, -1.036, -0.788)
O (0.617, -1.998, -1.383)
N (-0.301, -1.194, 0.508)
C (-0.082, -0.294, 1.614)
N (1.320, -0.040, 1.958)
H (-1.848, 0.557, -1.950)
H (-1.030, 2.090, -1.678)
H (-1.577, 1.173, -0.303)
H (0.998, 0.967, -0.838)
H (0.517, 0.266, -2.362)
H (-0.245, -2.180, 0.746)
H (-0.609, -0.680, 2.484)
H (-0.547, 0.666, 1.380)
H (1.576, 0.913, 1.746)
H (1.958, -0.660, 1.479)

Atom charges from the Mulliken analysis, given in e for atoms 1 to 6: -1.04, -0.35, 0.44, -0.61, -0.19, -0.52

Arrangement ii

# C4H10N2O

An isolated molecule of C4H10N2O (the ωB97M-V functional and the def2-TZVPD basis, the Open Molecules 2025 dataset).

Computed properties:
M (g mol⁻¹): 102.14
2S+1: 1
HOMO level (Eh): -0.3394
SMILES string: NCNCCC=O

Element x y z (Å)
N (-0.937, 2.194, -1.165)
C (0.438, 1.535, -1.184)
N (0.211, 0.172, -0.825)
C (0.716, -0.307, 0.465)
C (0.484, -1.877, 0.627)
C (-0.860, -2.222, 1.219)
O (-1.622, -1.363, 1.740)
H (-1.177, 2.298, -0.197)
H (-0.754, 3.201, -1.313)
H (0.990, 1.715, -2.145)
H (1.011, 2.167, -0.423)
H (-0.749, 0.239, -0.669)
H (0.208, 0.069, 1.452)
H (1.788, -0.250, 0.517)
H (1.273, -2.226, 1.336)
H (0.358, -2.174, -0.417)
H (-1.378, -3.171, 0.982)

Atom charges from the Mulliken analysis, given in e for atoms 1 to 6: -0.73, -0.41, -0.36, -0.37, -0.70, 0.01

Name the most stable of them. arrangement i.